Entry 1:
Computed, not measured: a cluster of 11 separate species, C44H84BBrClN11O16 in total, with ωB97M-V/def2-TZVPD.

Calculated values
- LUMO: 0.1 eV
- E_HOMO: -8.82 eV
- Orbital gap: 8.971 eV
- E_tot: -179387.861 eV
- SMILES string: CCOCCc1c(Cl)c2c(c(B(O)O)c1CC(=O)Br)C(=O)NC2=O.CN(C)C=O.CN(C)C=O.CN(C)C=O.CN(C)C=O.CN(C)C=O.CN(C)C=O.CN(C)C=O.CN(C)C=O.CN(C)C=O.CN(C)C=O
- Charge: 0

CARTESIAN COORDINATES (ANGSTROEM)
C 3.657 1.702 -2.368
C 3.455 2.809 -1.340
O 2.091 3.018 -1.019
C 1.538 4.249 -1.410
C 0.093 3.993 -1.837
C 0.104 3.011 -2.981
C 0.344 3.468 -4.285
Cl 0.551 5.157 -4.607
C 0.434 2.557 -5.331
C 0.260 1.202 -5.080
C -0.003 0.693 -3.810
B -0.124 -0.869 -3.571
O 0.889 -1.528 -2.904
O -1.201 -1.592 -3.979
C -0.076 1.621 -2.758
C -0.327 1.111 -1.360
C -1.776 1.015 -0.927
O -2.138 0.992 0.201
Br -3.128 0.855 -2.329
C 0.424 0.477 -6.372
O 0.226 -0.684 -6.582
N 0.792 1.426 -7.356
C 0.734 2.720 -6.785
O 0.897 3.736 -7.399
H 4.595 1.859 -2.904
H 2.846 1.679 -3.101
H 3.724 0.731 -1.880
H 3.961 2.509 -0.420
H 3.949 3.725 -1.676
H 2.090 4.659 -2.265
H 1.576 4.993 -0.607
H -0.381 4.924 -2.149
H -0.436 3.576 -0.984
H 1.674 -0.967 -2.861
H -1.178 -2.465 -3.571
H 0.062 0.098 -1.236
H 0.157 1.739 -0.613
H 1.702 1.274 -7.816
C 1.655 -0.690 0.815
O 2.300 0.013 0.050
N 1.796 -0.685 2.147
C 0.965 -1.509 3.007
C 2.801 0.183 2.727
H 0.864 -1.375 0.469
H 0.394 -0.879 3.691
H 1.574 -2.202 3.586
H 0.277 -2.090 2.405
H 2.605 1.222 2.456
H 3.793 -0.080 2.354
H 2.781 0.076 3.809
C -2.759 -3.258 3.373
O -1.914 -2.765 4.097
N -3.287 -2.663 2.287
C -4.296 -3.313 1.474
C -2.835 -1.330 1.923
H -3.177 -4.262 3.556
H -3.940 -3.430 0.447
H -5.212 -2.720 1.459
H -4.527 -4.297 1.880
H -1.762 -1.325 1.728
H -3.032 -0.630 2.738
H -3.361 -1.000 1.032
C 2.920 2.542 -9.679
O 3.164 1.704 -8.818
N 3.058 2.318 -10.991
C 2.758 3.337 -11.977
C 3.520 1.011 -11.432
H 2.562 3.549 -9.427
H 1.967 2.997 -12.647
H 3.645 3.567 -12.570
H 2.426 4.243 -11.476
H 2.835 0.234 -11.094
H 4.504 0.797 -11.016
H 3.574 1.001 -12.517
C -0.647 2.719 2.285
O -0.297 3.564 1.470
N -0.228 2.699 3.560
C -0.666 1.693 4.509
C 0.695 3.727 4.011
H -1.353 1.924 2.003
H -1.167 2.171 5.353
H 0.187 1.131 4.891
H -1.353 1.002 4.023
H 0.253 4.718 3.890
H 1.614 3.699 3.426
H 0.922 3.563 5.062
C 1.640 -4.970 0.882
O 1.457 -3.851 1.333
N 1.842 -5.245 -0.414
C 2.034 -6.604 -0.892
C 1.857 -4.142 -1.361
H 1.646 -5.868 1.523
H 3.011 -6.707 -1.368
H 1.262 -6.865 -1.610
H 1.974 -7.298 -0.057
H 2.650 -3.438 -1.106
H 0.913 -3.602 -1.333
H 2.023 -4.528 -2.363
C -1.239 -8.425 -1.987
O -0.140 -8.738 -1.567
N -2.185 -7.811 -1.252
C -3.481 -7.459 -1.795
C -1.886 -7.485 0.135
H -1.550 -8.611 -3.029
H -3.636 -6.380 -1.731
H -4.266 -7.965 -1.230
H -3.547 -7.763 -2.837
H -1.020 -6.823 0.186
H -1.653 -8.394 0.692
H -2.743 -6.991 0.588
C -5.655 -7.825 1.546
O -5.864 -6.710 1.987
N -5.407 -8.914 2.292
C -5.160 -10.214 1.701
C -5.387 -8.772 3.740
H -5.654 -8.032 0.462
H -5.906 -10.937 2.036
H -4.169 -10.580 1.979
H -5.212 -10.138 0.617
H -6.350 -8.408 4.099
H -4.623 -8.055 4.041
H -5.173 -9.738 4.189
C -1.536 3.020 8.845
O -0.738 2.923 7.932
N -2.858 2.791 8.731
C -3.763 2.922 9.853
C -3.384 2.401 7.434
H -1.233 3.309 9.865
H -4.263 1.973 10.058
H -4.522 3.680 9.649
H -3.205 3.219 10.739
H -2.919 1.474 7.098
H -3.177 3.172 6.691
H -4.458 2.257 7.514
C -2.023 7.957 3.185
O -2.255 9.037 3.694
N -2.070 7.708 1.863
C -1.783 6.396 1.315
C -2.419 8.796 0.968
H -1.749 7.068 3.780
H -0.935 6.445 0.630
H -2.649 6.011 0.772
H -1.535 5.701 2.112
H -1.706 9.615 1.066
H -3.409 9.184 1.206
H -2.410 8.429 -0.056
C 6.424 2.914 0.835
O 6.753 2.831 -0.332
N 6.781 3.916 1.662
C 6.355 3.962 3.044
C 7.618 4.980 1.136
H 5.787 2.155 1.323
H 5.769 4.863 3.238
H 7.217 3.956 3.715
H 5.737 3.093 3.263
H 7.124 5.477 0.300
H 8.564 4.576 0.772
H 7.812 5.704 1.924

Here are the Mulliken charges for atoms 1 to 6, given in e: -0.66 -0.18 0.06 -0.81 -1.77 1.01


Entry 2:
Computed, not measured: a cluster of 10 separate species, C44H86BBr2F3N3O12 in total at a distorted geometry, with ωB97M-V/def2-TZVPD.

Calculated values
- LUMO: 2.1 eV
- E_HOMO: -4.31 eV
- Orbital gap: 6.391 eV
- E_tot: -224973.235 eV
- Charge: -1

CARTESIAN COORDINATES (ANGSTROEM)
C 0.628 1.671 0.911
C 1.150 0.152 0.762
N 0.309 -0.714 -0.114
N -1.028 -0.685 0.333
C -1.627 -2.049 0.467
C -3.062 -1.835 1.211
C -4.128 -1.050 0.311
C -4.340 0.491 0.683
F -3.316 1.369 0.214
Br -4.623 0.863 2.609
C -5.709 0.969 -0.072
F -6.816 0.455 0.663
F -5.738 0.516 -1.440
Br -5.778 2.972 -0.202
B -0.793 -3.073 1.421
N 0.491 -2.780 2.136
O -1.377 -4.402 1.640
C -1.839 -2.801 -0.963
O -1.062 -2.618 -1.967
O -2.912 -3.680 -1.156
H 1.339 2.450 0.443
H 0.611 1.930 2.040
H -0.432 1.852 0.533
H 2.208 0.199 0.337
H 1.214 -0.270 1.836
H 0.304 -0.390 -1.090
H -1.557 -0.250 -0.453
H -3.520 -2.863 1.452
H -2.815 -1.347 2.213
H -3.951 -1.125 -0.817
H -5.149 -1.564 0.496
H 1.252 -2.587 1.470
H 0.393 -2.046 2.850
H -1.564 -4.450 2.613
C -3.837 8.423 -0.343
C -4.642 7.331 -1.011
C -3.644 6.191 -1.063
O -2.780 6.345 0.071
C -3.003 7.637 0.649
H -4.449 9.193 0.131
H -3.186 8.907 -1.078
H -5.492 7.056 -0.377
H -5.026 7.607 -1.995
H -3.026 6.244 -1.966
H -4.125 5.211 -1.028
H -3.540 7.493 1.593
H -2.044 8.114 0.864
C -3.537 2.684 -3.400
C -2.874 2.328 -4.712
C -1.526 3.009 -4.580
O -1.202 3.019 -3.184
C -2.368 2.645 -2.436
H -4.345 2.007 -3.118
H -3.944 3.701 -3.453
H -2.740 1.243 -4.777
H -3.433 2.656 -5.591
H -1.571 4.049 -4.921
H -0.739 2.493 -5.136
H -2.207 1.634 -2.049
H -2.496 3.325 -1.591
C 4.554 -4.933 1.872
C 5.768 -4.490 1.086
C 5.199 -3.378 0.226
O 4.130 -2.781 0.973
C 3.831 -3.622 2.099
H 4.797 -5.451 2.802
H 3.938 -5.599 1.260
H 6.525 -4.086 1.768
H 6.228 -5.288 0.500
H 4.778 -3.771 -0.705
H 5.943 -2.617 -0.022
H 4.196 -3.117 3.000
H 2.751 -3.749 2.185
C 0.842 -5.080 6.076
C 2.056 -5.759 6.670
C 2.949 -5.927 5.456
O 2.656 -4.838 4.571
C 1.465 -4.180 5.027
H 0.243 -4.533 6.806
H 0.199 -5.825 5.594
H 2.535 -5.093 7.396
H 1.833 -6.703 7.169
H 2.727 -6.859 4.925
H 4.011 -5.916 5.713
H 1.760 -3.215 5.457
H 0.799 -3.996 4.182
C 7.783 -8.018 4.111
C 6.819 -9.177 4.001
C 6.246 -9.246 5.402
O 6.259 -7.910 5.923
C 7.047 -7.085 5.052
H 8.024 -7.554 3.153
H 8.717 -8.355 4.574
H 6.027 -8.934 3.285
H 7.288 -10.111 3.686
H 6.868 -9.867 6.056
H 5.226 -9.636 5.419
H 6.362 -6.428 4.503
H 7.724 -6.466 5.644
C 0.096 -1.456 -5.076
C 0.867 -0.427 -5.874
C 1.521 0.395 -4.780
O 1.743 -0.487 -3.675
C 1.026 -1.712 -3.909
H -0.141 -2.362 -5.638
H -0.843 -1.021 -4.717
H 1.634 -0.924 -6.478
H 0.242 0.171 -6.542
H 0.861 1.201 -4.439
H 2.471 0.834 -5.097
H 1.761 -2.489 -4.150
H 0.491 -2.006 -3.004
C -9.884 5.146 3.160
C -8.681 4.464 3.775
C -7.772 4.286 2.575
O -8.048 5.374 1.681
C -9.241 6.039 2.117
H -10.491 5.700 3.879
H -10.523 4.403 2.672
H -8.210 5.131 4.505
H -8.917 3.523 4.274
H -7.991 3.354 2.045
H -6.714 4.293 2.845
H -8.948 7.004 2.547
H -9.894 6.223 1.261
C 5.994 -0.188 2.140
C 7.207 0.254 1.353
C 6.636 1.366 0.495
O 5.569 1.962 1.243
C 5.270 1.124 2.368
H 6.238 -0.707 3.070
H 5.377 -0.855 1.528
H 7.964 0.659 2.034
H 7.667 -0.544 0.767
H 6.214 0.973 -0.436
H 7.380 2.128 0.246
H 5.636 1.628 3.269
H 4.188 0.997 2.455
C 0.083 5.138 -9.341
C -0.881 3.980 -9.466
C -1.478 3.916 -8.074
O -1.471 5.254 -7.558
C -0.668 6.075 -8.415
H 0.341 5.600 -10.296
H 1.008 4.802 -8.862
H -1.661 4.222 -10.196
H -0.408 3.044 -9.770
H -0.869 3.297 -7.408
H -2.499 3.527 -8.073
H -1.342 6.732 -8.977
H -0.001 6.694 -7.812

Here are the Mulliken charges for atoms 1 to 6, given in e: -0.83 -0.16 0.12 0.54 0.97 -1.16


Entry 3:
Computed, not measured: a cluster of 11 separate species, C44H86O12 in total at a distorted geometry, with ωB97M-V/def2-TZVPD.

Calculated values
- ΔE to the lowest compared entry with this formula, charge and spin: 58.37 kJ/mol
- LUMO: 0.5 eV
- E_HOMO: -9.21 eV
- Orbital gap: 9.716 eV
- E_tot: -71587.589 eV
- SMILES string: O=C1CCCO1.C1CCOC1.C1CCOC1.C1CCOC1.C1CCOC1.C1CCOC1.C1CCOC1.C1CCOC1.C1CCOC1.C1CCOC1.C1CCOC1
- Charge: 0

CARTESIAN COORDINATES (ANGSTROEM)
C 7.345 -5.149 -21.048
C 6.728 -3.914 -21.723
C 6.159 -4.456 -23.027
O 6.012 -5.862 -22.839
C 7.165 -6.242 -22.124
H 6.703 -5.486 -20.232
H 8.372 -5.126 -20.691
H 7.472 -3.122 -21.824
H 5.942 -3.480 -21.104
H 6.828 -4.318 -23.891
H 5.218 -4.007 -23.341
H 8.067 -6.375 -22.734
H 7.005 -7.210 -21.645
C 13.619 -4.118 -20.525
C 13.902 -3.400 -19.210
C 12.852 -4.009 -18.284
O 11.829 -4.562 -19.120
C 12.096 -4.191 -20.474
H 14.011 -5.138 -20.455
H 14.030 -3.612 -21.396
H 13.708 -2.336 -19.363
H 14.920 -3.527 -18.846
H 12.408 -3.271 -17.610
H 13.216 -4.839 -17.673
H 11.698 -3.169 -20.561
H 11.672 -4.851 -21.227
C 15.819 -11.464 -21.689
C 15.723 -12.694 -20.797
C 14.597 -13.544 -21.411
O 13.775 -12.606 -22.091
C 14.570 -11.546 -22.592
H 16.732 -11.359 -22.273
H 15.767 -10.547 -21.096
H 15.342 -12.435 -19.807
H 16.660 -13.238 -20.696
H 14.007 -14.032 -20.638
H 14.942 -14.299 -22.127
H 13.973 -10.639 -22.643
H 14.885 -11.796 -23.616
C 11.772 -8.867 -21.464
C 10.932 -9.003 -20.205
C 10.163 -7.709 -20.130
O 9.951 -7.384 -21.521
C 10.732 -8.229 -22.380
H 12.120 -9.809 -21.890
H 12.630 -8.208 -21.319
H 11.589 -9.253 -19.362
H 10.346 -9.932 -20.228
H 10.806 -6.948 -19.673
H 9.196 -7.717 -19.630
H 11.113 -7.591 -23.178
H 10.029 -8.970 -22.779
C 10.331 -6.351 -26.367
C 10.140 -7.415 -27.449
C 9.172 -6.747 -28.404
O 8.277 -6.063 -27.547
C 9.009 -5.556 -26.420
H 11.180 -5.718 -26.633
H 10.564 -6.813 -25.408
H 9.724 -8.334 -27.032
H 11.107 -7.671 -27.890
H 8.686 -7.487 -29.037
H 9.687 -6.019 -29.046
H 8.354 -5.874 -25.609
H 9.185 -4.485 -26.493
C 7.349 -9.347 -24.482
C 7.025 -9.995 -25.820
C 5.551 -9.664 -25.894
O 5.106 -10.072 -24.601
C 6.123 -9.698 -23.629
H 7.552 -8.273 -24.520
H 8.288 -9.700 -24.032
H 7.139 -11.071 -25.683
H 7.705 -9.664 -26.606
H 5.039 -10.295 -26.621
H 5.322 -8.609 -26.063
H 6.292 -10.579 -23.013
H 5.722 -8.817 -23.129
C 16.773 -8.285 -18.130
C 15.887 -9.485 -17.701
C 14.542 -9.159 -18.384
O 14.687 -7.929 -19.072
C 16.074 -7.805 -19.388
H 17.782 -8.655 -18.320
H 16.821 -7.541 -17.338
H 15.857 -9.543 -16.613
H 16.300 -10.431 -18.050
H 13.695 -9.138 -17.700
H 14.352 -9.954 -19.123
H 16.284 -6.763 -19.614
H 16.305 -8.471 -20.227
C 12.299 -12.510 -26.566
C 12.086 -11.545 -25.436
C 10.606 -11.241 -25.549
O 10.044 -12.527 -25.869
C 11.086 -13.417 -26.306
H 13.207 -13.116 -26.540
H 12.230 -12.138 -27.588
H 12.667 -10.617 -25.557
H 12.433 -11.889 -24.460
H 10.355 -10.528 -26.343
H 10.137 -10.820 -24.655
H 10.747 -14.013 -27.152
H 11.266 -14.100 -25.468
C 13.050 -12.362 -15.071
C 13.620 -12.042 -16.427
C 12.485 -12.083 -17.410
O 11.382 -11.579 -16.617
C 11.574 -11.876 -15.240
H 13.575 -11.823 -14.278
H 13.144 -13.395 -14.730
H 14.479 -12.654 -16.719
H 14.017 -11.025 -16.370
H 12.154 -13.076 -17.730
H 12.653 -11.525 -18.330
H 10.916 -12.721 -15.026
H 11.407 -11.006 -14.611
C 7.155 -11.244 -18.022
C 7.546 -10.280 -16.891
C 6.983 -8.915 -17.291
O 6.534 -9.030 -18.649
C 6.623 -10.333 -19.156
H 6.300 -11.814 -17.646
H 7.936 -11.933 -18.323
H 8.632 -10.221 -16.769
H 7.208 -10.698 -15.944
H 7.762 -8.156 -17.335
H 6.151 -8.619 -16.650
H 7.387 -10.419 -19.954
H 5.725 -10.695 -19.663
O 11.016 -13.683 -19.757
C 10.206 -13.291 -20.535
O 8.899 -13.208 -20.192
C 8.056 -12.964 -21.319
C 8.971 -12.187 -22.285
C 10.361 -12.710 -21.932
H 7.145 -12.463 -21.010
H 7.772 -13.915 -21.780
H 8.840 -11.122 -22.091
H 8.688 -12.444 -23.305
H 11.092 -11.905 -21.944
H 10.674 -13.480 -22.637

Here are the Mulliken charges for atoms 1 to 6, given in e: -0.17 -0.60 -0.29 -0.44 0.25 0.23


> Among the records above, which one has the highest E_HOMO?

C44H86BBr2F3N3O12